Entry 1:
114
Properties=species:S:1:pos:R:3:forces:R:3:mulliken_charge:R:1 method="wB97M-V/def2-TZVPD" e_tot_ev=-68930.12090
C -3.536 -4.103 3.058 1.292 -1.346 1.059 -0.662
O -3.834 -2.912 3.731 -0.389 0.725 -0.207 -0.666
H -4.015 -4.245 2.089 -0.172 0.089 0.205 0.393
H -2.453 -4.174 2.960 0.130 -0.013 -0.638 0.158
H -3.734 -4.878 3.798 -0.562 -0.705 -0.563 0.243
H -2.974 -2.561 3.972 -0.177 0.379 0.593 0.398
C 4.153 -4.476 2.348 0.962 -1.739 1.351 -0.674
O 4.638 -3.195 2.178 -0.141 1.319 -0.140 -0.506
H 4.888 -5.189 1.975 -0.344 -0.349 -0.974 0.285
H 4.272 -4.726 3.403 -0.477 0.359 0.416 0.312
H 3.122 -4.715 2.086 0.048 0.361 -0.433 0.253
H 4.381 -2.860 1.316 -0.122 0.019 0.151 0.321
C 4.822 0.497 -2.916 -0.972 -2.203 -0.888 -0.618
O 3.868 1.536 -2.927 0.723 0.789 -0.165 -0.559
H 4.238 -0.422 -2.964 -0.119 -0.556 0.664 0.146
H 5.342 0.342 -3.861 0.807 1.014 0.150 0.407
H 5.430 0.412 -2.015 0.017 0.681 -0.231 0.254
H 3.488 1.559 -3.808 -0.221 0.191 0.044 0.265
C -0.948 4.730 -2.230 -1.588 0.287 1.172 -0.519
O 0.286 4.272 -2.649 1.313 0.474 -0.495 -0.638
H -0.917 5.641 -1.632 0.611 -0.076 0.077 0.118
H -1.642 4.979 -3.033 0.000 -0.271 -0.352 0.352
H -1.364 3.951 -1.591 -0.635 0.137 0.108 0.205
H 0.068 3.592 -3.290 0.327 -0.595 -0.193 0.492
C 1.258 -3.172 -1.938 -0.463 -0.136 1.136 -0.236
O 1.817 -3.605 -0.687 -0.938 0.401 -0.373 -0.365
H 0.179 -3.112 -1.797 -0.162 -0.542 0.105 0.009
H 1.459 -2.128 -2.178 0.896 -0.026 -0.273 0.196
H 1.450 -3.891 -2.734 0.196 0.265 -0.149 0.317
H 2.752 -3.811 -0.755 0.254 0.096 -0.465 0.211
C -4.894 0.768 3.500 0.001 -0.725 0.167 -0.268
O -5.699 1.908 3.257 0.169 0.335 0.090 -0.574
H -4.459 0.385 2.577 -0.014 -0.135 -0.019 0.061
H -4.086 0.953 4.207 -0.070 0.627 -0.040 0.205
H -5.504 -0.008 3.962 0.077 -0.290 -0.147 0.303
H -6.454 1.569 2.771 -0.104 0.181 -0.046 0.327
C -2.262 -2.400 -3.887 -0.628 -0.231 -0.541 -0.305
O -2.010 -3.759 -3.558 0.644 -0.258 0.498 -0.597
H -3.331 -2.322 -4.086 -0.002 0.478 -0.116 0.378
H -2.017 -1.733 -3.061 0.159 -0.320 0.006 -0.043
H -1.702 -2.111 -4.777 0.017 0.256 0.040 0.296
H -1.899 -4.296 -4.345 -0.169 0.132 0.023 0.284
C -1.461 -0.805 3.996 0.870 -0.068 -0.341 -0.126
O -1.661 -1.838 4.985 0.079 0.882 -0.433 -0.578
H -2.260 -0.683 3.265 -0.549 -0.085 0.439 -0.179
H -1.259 0.132 4.514 -0.060 0.119 -0.317 0.479
H -0.607 -1.073 3.373 0.243 -0.056 0.260 0.083
H -1.806 -1.311 5.774 -0.288 -0.593 0.341 0.345
C -0.192 6.443 1.090 0.351 0.849 0.969 -0.617
O -1.390 5.800 1.365 -0.637 -0.584 -0.913 -0.473
H 0.696 5.822 0.971 -0.218 -0.438 -0.752 0.127
H -0.386 7.117 0.256 0.480 0.035 0.015 0.298
H 0.063 6.985 2.001 0.237 0.878 -0.098 0.381
H -1.222 5.157 2.058 -0.218 -0.353 0.477 0.399
C 0.080 0.234 -0.088 1.253 1.006 0.258 -0.650
O -0.894 0.094 0.928 -0.169 -0.726 -0.850 -0.224
H 0.995 -0.318 0.125 -0.157 -0.727 -0.047 0.067
H -0.222 0.050 -1.119 -0.622 -0.260 0.298 0.368
H 0.463 1.253 -0.029 -0.167 0.370 -0.429 0.269
H -0.428 0.454 1.686 -0.279 0.421 0.668 -0.085
O 2.010 4.088 -0.318 0.392 0.283 0.816 -0.563
H 2.518 3.295 -0.486 0.021 -0.479 -0.040 0.291
H 1.404 4.147 -1.056 -0.512 0.115 -0.614 0.334
O -0.323 -4.060 1.186 -0.102 0.004 0.637 -0.648
H 0.383 -3.685 0.661 0.509 -0.021 -0.274 0.252
H -1.100 -3.987 0.630 -0.534 -0.076 -0.363 0.370
O -2.811 0.643 -3.952 -0.044 -0.257 -0.264 -0.590
H -2.002 1.145 -4.053 0.146 0.420 -0.205 0.424
H -3.004 0.686 -3.015 -0.198 -0.279 0.306 0.289
O -0.696 2.488 -4.559 -0.128 0.507 0.638 -0.766
H -0.626 3.206 -5.188 -0.197 0.176 -0.308 0.300
H -0.226 1.762 -4.970 0.457 -0.529 -0.566 0.357
O 0.448 0.562 -6.149 0.020 0.219 -0.028 -0.641
H 0.699 -0.303 -5.825 0.230 -0.604 0.382 0.318
H 0.697 0.553 -7.073 -0.033 0.154 -0.240 0.258
O 4.530 -3.448 -0.984 0.196 -0.668 -0.395 -0.626
H 5.180 -3.306 -1.672 0.147 -0.172 -0.145 0.304
H 4.499 -2.618 -0.508 -0.082 0.885 0.268 0.361
O 4.053 -1.109 0.358 0.254 -0.843 -0.043 -0.350
H 4.467 -0.547 1.013 0.266 0.165 0.138 0.161
H 3.499 -0.517 -0.150 -0.518 0.461 -0.192 0.212
O -4.249 1.060 -1.607 0.117 0.041 0.162 -0.635
H -4.323 1.808 -2.200 -0.018 0.346 -0.154 0.287
H -5.152 0.861 -1.358 -0.290 -0.222 0.170 0.232
O 3.032 1.332 -0.449 -0.416 -0.067 0.600 -0.742
H 3.802 1.561 0.071 0.313 0.091 0.542 0.249
H 3.299 1.487 -1.355 -0.088 0.145 -0.912 0.552
O 0.138 1.794 2.927 -0.720 -0.319 -0.512 -0.187
H 0.634 1.324 3.597 0.324 -0.238 0.623 0.135
H 0.690 2.544 2.702 0.584 0.398 0.041 0.250
O 1.791 0.411 4.830 -0.027 0.205 -0.086 -0.584
H 1.721 0.019 5.701 -0.146 -0.076 0.242 0.265
H 2.535 -0.035 4.425 0.179 -0.185 -0.208 0.282
O -5.331 -2.067 1.687 -1.006 0.049 -0.379 -0.696
H -4.568 -1.926 1.127 0.202 0.230 -0.314 0.382
H -4.989 -2.547 2.441 0.049 0.319 0.422 0.452
O 5.421 1.254 1.119 -0.096 0.055 0.033 -0.518
H 6.084 1.511 0.478 0.276 0.023 -0.235 0.257
H 5.841 1.394 1.968 0.042 0.094 0.362 0.238
O -2.762 -3.696 -0.782 0.240 -0.435 0.391 -0.656
H -2.796 -2.751 -0.633 -0.364 0.647 0.240 0.365
H -2.534 -3.785 -1.707 0.125 -0.345 -0.454 0.330
O 2.080 3.903 2.682 -0.158 -0.193 0.431 -0.609
H 1.953 3.893 1.733 -0.049 0.306 -0.948 0.313
H 3.016 4.071 2.797 0.152 0.039 0.114 0.259
O -3.305 -1.028 0.105 -0.127 -0.609 -0.312 -0.799
H -2.486 -0.897 0.582 0.675 0.348 0.418 0.527
H -3.361 -0.277 -0.487 -0.127 0.401 -0.198 0.231
O 1.481 -2.077 -5.034 -0.174 0.440 -0.159 -0.572
H 2.386 -2.388 -5.031 0.274 -0.058 0.071 0.273
H 0.985 -2.783 -5.448 -0.220 -0.270 -0.032 0.293
O -1.562 4.043 3.339 -0.033 0.255 0.270 -0.729
H -1.248 3.175 3.086 0.305 -0.680 0.099 0.346
H -2.506 4.012 3.186 -0.413 0.058 0.013 0.322


Entry 2:
29
Properties=species:S:1:pos:R:3:forces:R:3:mulliken_charge:R:1 method="wB97M-V/def2-TZVPD" charge=-1 e_tot_ev=-27341.92332
C -2.335 -0.161 -1.309 -0.151 -0.025 -0.311 -1.389
C -1.108 -0.679 -1.987 0.270 -0.344 0.454 0.926
N -0.786 -0.095 -3.057 0.282 0.455 -0.936 -0.867
C -0.325 -1.885 -1.494 -0.043 0.904 0.418 -0.846
C 0.121 -2.007 -0.027 -0.408 -1.552 0.293 0.085
C -0.941 -1.912 1.147 1.451 -0.167 0.251 -0.793
O -0.370 -0.996 2.044 -0.355 0.448 0.277 -0.621
B 0.523 -0.176 1.194 -0.305 0.153 -0.575 1.318
C 1.470 0.927 1.911 -0.018 -0.237 -0.457 -1.029
C 1.910 1.954 0.883 -0.657 -0.420 0.285 0.516
C 0.851 2.967 0.547 0.106 0.032 -0.147 -1.179
Cl 3.414 2.821 1.441 0.210 0.099 -0.115 -0.297
O 1.198 -1.230 0.350 0.125 0.746 0.012 -0.697
H -3.157 -0.841 -1.522 -0.220 -0.212 0.283 0.332
H -2.206 0.010 -0.258 0.021 -0.196 0.446 0.270
H -2.579 0.785 -1.768 -0.092 0.303 -0.221 0.350
H 0.038 -0.540 -3.462 0.048 0.056 0.006 0.257
H 0.600 -1.879 -2.058 0.311 -0.077 -0.213 0.333
H -0.833 -2.798 -1.783 -0.464 -0.246 0.050 0.408
H 0.456 -3.050 0.023 0.158 -0.188 -0.133 0.371
H -1.968 -1.689 0.871 -0.167 0.219 -0.224 0.258
H -0.915 -2.879 1.647 -0.400 -0.318 0.040 0.341
H -0.191 0.415 0.377 -0.241 0.368 -0.079 -0.666
H 0.889 1.441 2.670 0.021 0.038 0.457 0.218
H 2.369 0.496 2.334 0.111 -0.273 0.380 0.370
H 2.127 1.422 -0.030 0.767 -0.024 -0.306 0.166
H 0.374 3.363 1.435 -0.043 0.211 0.209 0.293
H 1.260 3.760 -0.063 0.122 0.406 -0.073 0.406
H 0.116 2.455 -0.052 -0.439 -0.159 -0.071 0.165


Entry 3:
9
Properties=species:S:1:pos:R:3:forces:R:3:mulliken_charge:R:1 method="wB97M-V/def2-TZVPD" e_above_lowest_kcal_mol=76.4 e_tot_ev=-74135.64745
C -0.589 -0.751 -0.617 -0.287 -1.022 -1.234 -0.552
N 1.189 1.274 0.243 -0.886 -1.395 1.567 -0.508
N -0.620 -0.149 0.693 2.128 2.001 -0.234 -0.194
Br -0.075 -1.322 2.039 0.038 0.348 -0.493 -0.002
H -0.131 -1.756 -0.723 0.176 0.655 0.382 0.286
H -1.651 -0.935 -0.898 0.342 0.355 0.147 0.286
H -0.139 -0.098 -1.402 -0.373 -0.297 0.803 0.236
H 0.663 1.836 -0.415 -0.496 0.251 -0.029 0.222
H 1.352 1.901 1.080 -0.640 -0.897 -0.910 0.225